2 unconnected molecules or ions with the total composition CHO6S, computed with wB97M-V/def2-TZVPD.

XYZ file:
```
9
CHO6S wB97M-V/def2-TZVPD
C -1.44618 1.96840 -0.59532
O -3.44236 0.30644 -1.10157
O -1.41162 2.94707 -1.16604
O -1.48923 0.64052 -2.51586
O -1.43073 -0.88121 -0.52850
O 1.07257 0.23868 -0.20695
O 0.47286 1.02755 0.73985
S -2.00046 0.24057 -1.21697
H 0.58730 -0.57988 0.00621
```

The value obtained for the calculated total energy is -888.214672 Eh. As for the max |F|: 3.53 eV Å⁻¹. The value obtained for the HOMO energy (spin up / spin down) is -0.1132 / -0.2134 Ha. The LUMO energy (spin up / spin down) comes out at 3.145 / 3.669 eV. The energy relative to the best compared isomer or geometry (same formula, charge and spin) is 617.1 kJ/mol. The net charge is -1.

---

A molecular structure, C25H35N10O2S2Tl, computed with wB97M-V/def2-TZVPD.

XYZ file:
```
75
C25H35N10O2S2Tl wB97M-V/def2-TZVPD
Tl 1.03445 0.74953 0.71342
O 2.45362 -0.84268 4.98851
C 1.26250 -1.26982 5.44433
C 1.26171 -2.21085 6.47551
C 0.07068 -2.68316 6.98816
C -1.14590 -2.22338 6.48911
C -1.14875 -1.28966 5.47115
C 0.04116 -0.80181 4.92563
C 0.02474 0.16543 3.79107
O 1.13591 0.45278 3.23483
N -1.16956 0.61247 3.43488
N -1.10101 1.44390 2.35550
C -2.19011 2.01727 2.02890
C -2.24026 2.97689 0.91706
C -3.47726 3.44895 0.47541
C -3.51689 4.39726 -0.53123
C -2.32232 4.84559 -1.07125
C -1.13983 4.30164 -0.58401
N -1.08723 3.39592 0.38154
H 2.24395 -0.21510 4.24798
H 2.21680 -2.55111 6.85473
H 0.08669 -3.41499 7.78664
H -2.07940 -2.58944 6.89612
H -2.07741 -0.90698 5.07064
H -3.10623 1.83161 2.59262
H -4.38698 3.07934 0.93137
H -4.46572 4.78720 -0.87881
H -2.29623 5.61461 -1.83339
H -0.18436 4.60971 -0.99630
C -1.50220 -1.94181 0.35789
C -1.21113 -1.34246 -1.02061
N 0.19577 -1.37721 -1.37071
C 0.90116 -2.64313 -1.33338
C 2.28989 -2.52098 -0.68958
N 2.29871 -1.78735 0.56709
C 1.84394 -2.48462 1.76254
C 0.33019 -2.72769 1.83190
N -0.51101 -1.60719 1.38129
H -1.59724 -3.02994 0.27203
H -2.48665 -1.57902 0.66450
H -1.50855 -0.29226 -1.02449
H -1.86913 -1.86208 -1.74157
H 0.37868 -0.83017 -2.19928
H 1.03216 -3.08771 -2.33001
H 0.30317 -3.35823 -0.77266
H 2.94530 -1.97987 -1.37850
H 2.71268 -3.53351 -0.58304
H 3.22991 -1.42176 0.72355
H 2.13937 -1.86911 2.61312
H 2.33340 -3.46414 1.88569
H 0.10302 -2.97019 2.87431
H 0.07613 -3.61865 1.25387
H -0.99373 -1.20529 2.17736
S 4.55797 0.95152 -0.44269
C 4.15751 0.33036 -1.92377
N 2.97438 0.70904 -2.53593
C 2.57770 0.25811 -3.74062
C 3.35387 -0.63070 -4.40991
C 4.53946 -1.03241 -3.75076
N 4.92281 -0.59598 -2.58448
H 2.38262 1.34985 -2.01790
H 1.63190 0.64547 -4.09733
H 3.07718 -1.01119 -5.37996
H 5.19301 -1.76373 -4.21861
C -2.86049 3.26371 -5.80683
N -1.99932 3.08666 -4.65661
C -1.46802 1.92329 -4.26157
N -1.72519 0.84340 -5.02828
S -0.52233 1.82435 -2.87575
H -3.13763 4.31165 -5.87380
H -3.77943 2.67759 -5.71647
H -2.34737 2.99045 -6.73133
H -1.82160 3.85962 -4.03809
H -2.41370 0.85651 -5.76141
H -1.42387 -0.04440 -4.66934
```

The value obtained for the calculated total energy is -2640.568985 Eh. As for the max |F|: 0.23 eV Å⁻¹. The value obtained for the HOMO energy is -0.2677 Ha. The LUMO energy comes out at -0.206 eV. The energy relative to the best compared isomer or geometry (same formula, charge and spin) is 60.3 kJ/mol.

---

A single C4H7NS molecule, computed with wB97M-V/def2-TZVPD.

XYZ file:
```
13
C4H7NS wB97M-V/def2-TZVPD
C 0.63406 -0.15257 1.96741
C 0.20139 0.58461 0.78834
C -0.11732 -0.03065 -1.99288
C -1.35301 -0.70329 -1.78256
H 1.63084 -0.49975 2.01550
H -0.03199 -1.02560 2.08621
H 0.47772 0.47644 2.87591
H 0.41761 1.68890 0.81007
H -0.78882 0.60249 0.31909
H -0.27490 1.06226 -2.08278
H 0.40997 -0.45936 -2.89027
N -2.30320 -1.26584 -1.46075
S 1.09766 -0.27763 -0.65329
```

The value obtained for the calculated total energy is -609.514755 Eh. Its SMILES is CCSCC#N. As for the max |F|: 4.31 eV Å⁻¹. The value obtained for the HOMO energy is -0.3386 Ha. The LUMO energy comes out at 0.725 eV. The energy relative to the best compared isomer or geometry (same formula, charge and spin) is 114.8 kJ/mol.

---

40 unconnected molecules or ions with the total composition H80O40, computed with wB97M-V/def2-TZVPD.

XYZ file:
```
120
H80O40 wB97M-V/def2-TZVPD
H -2.50290 -0.32349 4.22317
H -3.38422 0.85914 3.57743
O -2.95726 0.00415 3.40485
H 0.17562 1.99190 -1.38503
H -0.62106 1.74082 -0.17726
O 0.14864 1.35348 -0.63994
H 5.92792 0.71685 0.48010
H 4.97842 -0.12775 -0.46053
O 5.19072 0.76375 -0.18016
H -2.42207 -4.99391 0.94956
H -1.42072 -6.11192 1.02346
O -1.76404 -5.39508 1.55979
H 2.11186 1.33935 -3.86495
H 3.54609 1.84705 -3.99094
O 2.89522 1.30580 -4.44521
H -3.60076 4.50452 -0.38402
O -4.35891 4.04288 -0.76321
H 1.64703 0.77173 5.38883
O 0.81726 0.34066 5.58497
H -0.53313 -1.93648 1.14874
H -0.28120 -3.31137 1.96886
O 0.04808 -2.37914 1.80206
H 2.42039 -1.91704 1.18837
H 3.96654 -1.88548 1.59569
O 3.32088 -1.67928 0.89912
H 2.21740 5.48119 3.32428
H 1.55254 4.21753 2.57865
O 1.71275 4.64708 3.41608
H 2.96576 1.02628 -2.15755
H 3.12910 2.04767 -0.93091
O 3.12318 1.93207 -1.88710
H 5.05566 -0.16845 3.61308
O 4.57621 -0.21741 2.78121
H -0.15790 3.40461 -3.06178
H -0.93441 4.27828 -1.99099
O -1.00238 3.45419 -2.60174
H -5.33172 -2.70499 -1.92515
H -4.23323 -2.60073 -3.01840
O -5.08366 -3.00643 -2.80244
H 2.90003 -4.66365 1.51420
H 2.14402 -4.28700 0.33404
O 2.01293 -4.80282 1.14536
H -0.55073 -4.34305 -6.12443
H -1.06914 -3.70195 -4.76670
O -1.21255 -4.38008 -5.44004
H 4.59612 -3.92911 0.85267
H 3.66713 -3.68762 -0.40113
O 4.41798 -4.25018 -0.06386
H -4.75333 -1.00158 3.20210
H -5.37997 -2.09423 2.57282
O -5.48443 -1.12811 2.56490
H -2.06689 -3.34104 -2.55012
O -2.30584 -4.13241 -3.06248
H -4.00344 -3.02106 -0.21280
H -5.06797 -1.93702 0.30437
O -4.23531 -2.07502 -0.18592
H -2.89301 -6.30934 -0.99526
O -3.05780 -5.42368 -0.64177
H -3.00316 1.49415 0.59561
H -2.07849 1.54093 2.10476
O -2.32445 1.85862 1.22215
H 0.70922 3.55171 -0.25389
H 1.35626 4.87535 -0.26403
O 0.47340 4.48964 -0.33753
H -2.43948 -0.74266 0.96638
H -1.02754 -0.01265 0.81461
O -1.61741 -0.67362 0.45576
H 4.21286 2.41897 -0.38106
H 5.00770 3.07508 0.79593
O 4.17548 3.07432 0.31818
H -2.23492 1.72598 -2.39290
H -2.68429 0.85591 -3.54043
O -2.01033 0.90570 -2.85135
H 0.86498 -5.62776 -0.76578
H 1.10176 -6.10066 -2.09019
O 0.33822 -5.96786 -1.50518
H 2.94375 -2.60139 3.55337
H 2.59988 -4.01755 3.32883
O 3.38637 -3.44544 3.38396
H -5.87640 0.91820 -2.31678
H -5.66316 -0.13719 -3.51651
O -5.25723 0.37218 -2.80185
H 2.93662 2.00652 2.36570
H 2.15514 2.10599 3.76894
O 3.02491 2.15240 3.30966
H -1.70144 3.53607 1.37646
H -1.18194 4.23711 2.64460
O -1.85367 4.31509 1.96673
H 0.06861 -1.95161 -2.40139
O 0.13536 -2.79966 -2.87299
H 0.68662 -4.82971 2.30182
H -0.60744 -5.04887 2.80431
O 0.24156 -4.69888 3.16606
H -1.40948 -4.37714 -3.31112
H -4.68892 4.57093 -1.49203
H -2.67563 -5.02836 -1.46276
H 0.12916 0.92862 5.88884
H 3.72829 0.18544 3.02414
H 0.18612 -3.42994 -2.14531
O -0.38336 2.94231 3.83880
H 0.39453 2.49941 3.50705
H -0.14914 3.88075 3.91136
O 1.00851 0.94160 1.77257
H 1.02780 1.26106 0.84244
H 1.48739 0.10620 1.77101
O -3.72685 0.40610 -0.55710
H -3.56106 -0.54183 -0.49044
H -3.81855 0.71828 -1.46713
O 2.89465 5.43048 0.85556
H 3.42959 5.03835 0.15403
H 3.23705 4.89416 1.57898
O -0.11734 6.26542 -2.19458
H -0.31386 6.19711 -1.24625
H 0.85986 6.19193 -2.15718
O 0.20196 1.51806 -4.74796
H -0.51639 1.26592 -4.12593
H 0.27520 0.79532 -5.36593
O 2.76337 4.13611 -3.72918
H 3.66400 4.32411 -4.06906
H 2.62023 3.22211 -3.42172
```

The value obtained for the calculated total energy is -3057.465931 Eh. As for the max |F|: 2.59 eV Å⁻¹. The value obtained for the HOMO energy is -0.3675 Ha. The LUMO energy comes out at -0.558 eV. The energy relative to the best compared isomer or geometry (same formula, charge and spin) is 765.1 kJ/mol.

---

A single C20H22BrNO6 molecule, computed with wB97M-V/def2-TZVPD.

XYZ file:
```
50
C20H22BrNO6 wB97M-V/def2-TZVPD
C 4.51988 1.70781 5.21584
C 3.92792 1.30458 3.87256
C 4.16837 -0.17619 3.58779
H 5.23662 -0.40410 3.58350
H 3.65975 -0.78958 4.33907
O 3.70138 -0.54390 2.29176
C 2.39709 -0.82921 2.17716
O 1.62114 -0.80557 3.10257
C 2.01602 -1.17856 0.78912
C 0.71442 -1.61559 0.54800
C 0.30127 -1.92793 -0.72888
C 1.18394 -1.78575 -1.80055
C 2.50019 -1.39083 -1.55299
C 2.91291 -1.08785 -0.27279
H 3.92684 -0.77112 -0.08709
H 3.19318 -1.31279 -2.37837
N 0.79725 -2.04335 -3.11358
C -0.40490 -1.81293 -3.73007
O -0.58786 -2.16762 -4.87088
C -1.39923 -1.02302 -2.94591
C -2.71067 -1.43131 -2.80673
C -3.65595 -0.66502 -2.10951
C -3.25936 0.55955 -1.55269
C -1.92715 0.99405 -1.72758
C -1.01865 0.20432 -2.41193
H -0.00655 0.54081 -2.56038
O -1.60749 2.21005 -1.20086
C -0.26560 2.63298 -1.24243
H 0.07433 2.79446 -2.26988
H -0.24481 3.58047 -0.70620
H 0.39658 1.91793 -0.74332
O -4.20294 1.30791 -0.89737
C -3.84611 1.95526 0.31039
H -3.37612 2.92185 0.12308
H -4.78437 2.10342 0.84585
H -3.17596 1.33761 0.91286
O -4.88028 -1.23069 -2.06741
C -5.95506 -0.68306 -1.33755
H -5.74126 -0.65640 -0.26664
H -6.21017 0.31908 -1.68449
H -6.78696 -1.36225 -1.52324
Br -3.28798 -3.10885 -3.45507
H 1.51471 -2.39618 -3.73633
H -0.69842 -2.29289 -0.89970
H 0.04037 -1.71319 1.38523
H 4.37760 1.89564 3.07151
H 2.85211 1.48944 3.87052
H 5.59408 1.53730 5.22844
H 4.06981 1.12934 6.01890
H 4.33608 2.76187 5.40627
```

The value obtained for the calculated total energy is -3855.517392 Eh. Its SMILES is CCCOC(=O)c1ccc(NC(=O)c2cc(OC)c(OC)c(OC)c2Br)cc1. As for the max |F|: 0.66 eV Å⁻¹. The value obtained for the HOMO energy is -0.3086 Ha. The LUMO energy comes out at 0.283 eV. The energy relative to the best compared isomer or geometry (same formula, charge and spin) is 8.8 kJ/mol.

---

A single C6H7NO2 molecule, computed with wB97M-V/def2-TZVPD.

XYZ file:
```
16
C6H7NO2 wB97M-V/def2-TZVPD
C 2.73858 0.86889 -1.16739
C 1.59611 -0.02206 -0.63734
C -0.71089 0.01885 0.21482
C -0.94331 -1.20655 0.73031
C -2.32820 -1.11762 1.21248
C -2.78155 0.08730 0.85536
H 3.42864 0.28537 -1.73455
H 2.97408 1.32785 -0.25765
H 2.32932 1.38509 -1.83124
H 0.20679 1.67717 -0.35576
H -0.16512 -2.13381 0.65113
H -2.98499 -2.01001 1.65446
H -3.61867 0.60970 1.08680
N 0.36995 0.61575 -0.30381
O 1.73944 -1.24185 -0.43127
O -1.85019 0.85592 0.31366
```

The value obtained for the calculated total energy is -437.992336 Eh. Its SMILES is CC(=O)Nc1ccco1. As for the max |F|: 8.40 eV Å⁻¹. The value obtained for the HOMO energy is -0.2940 Ha. The LUMO energy comes out at 0.675 eV. The energy relative to the best compared isomer or geometry (same formula, charge and spin) is 198.1 kJ/mol.

---

A molecular structure, C4H7I2P, computed with wB97M-V/def2-TZVPD.

XYZ file:
```
14
C4H7I2P wB97M-V/def2-TZVPD
C 0.64381 -0.90945 -0.60281
C 1.40154 0.31138 0.00697
C -0.87851 -0.59272 -0.59546
C -1.09404 0.68256 0.03848
P 0.23820 1.77128 -0.10994
I -2.04587 -2.29132 0.11588
I -3.04182 1.59061 0.12020
H 1.14774 -1.19996 -1.49586
H 0.79580 -1.64830 0.14087
H 1.50583 0.02802 1.07119
H 2.35539 0.36382 -0.39100
H -1.20242 -0.37714 -1.58237
H -0.26509 0.09745 2.17282
H 0.43943 2.17381 1.11104
```

The value obtained for the calculated total energy is -1093.158430 Eh. As for the max |F|: 3.70 eV Å⁻¹. The value obtained for the HOMO energy (spin up / spin down) is -0.2911 / -0.3398 Ha. The LUMO energy (spin up / spin down) comes out at -1.017 / -1.072 eV. The energy relative to the best compared isomer or geometry (same formula, charge and spin) is 491.7 kJ/mol.

---

2 unconnected molecules or ions with the total composition C4H8N2O2, computed with wB97M-V/def2-TZVPD.

XYZ file:
```
16
C4H8N2O2 wB97M-V/def2-TZVPD
C -1.57529 2.02436 -0.11610
C 1.01693 0.70122 0.20244
C -1.98330 -1.41366 0.24756
C 2.85114 -0.74709 -0.16523
N -1.38876 0.75623 -0.04709
N -2.25325 -0.19097 -0.31516
O 1.38853 1.83778 0.06211
O 1.46100 -0.53000 0.16254
H -0.75590 2.66190 -0.33600
H -2.46319 2.47424 -0.07328
H -2.14123 -1.39736 1.32709
H -2.60094 -2.19498 -0.15035
H -0.92118 -1.56640 0.13476
H 2.98460 0.17604 -0.73445
H 2.85164 -1.68767 -0.86912
H 3.52918 -0.90363 0.67028
```

The value obtained for the calculated total energy is -416.995419 Eh. As for the max |F|: 4.06 eV Å⁻¹. The value obtained for the HOMO energy (spin up / spin down) is -0.2918 / -0.2690 Ha. The LUMO energy (spin up / spin down) comes out at 0.519 / -0.250 eV. The energy relative to the best compared isomer or geometry (same formula, charge and spin) is 684.0 kJ/mol.

---

> Which of these has the highest energy relative to the best compared isomer or geometry (same formula, charge and spin)?

H80O40